# C10H10NO2PS

The molecule C10H10NO2PS in a non-equilibrium geometry (wB97M-V/def2-TZVPD, OMol25).

Geometry as ORCA input:
```
! wB97M-V def2-TZVPD RIJCOSX def2/J DEFGRID3
* xyz 0 1
C -3.598 0.526 0.636
C -3.626 -0.919 0.525
C -2.509 1.248 0.300
C -2.520 -1.529 0.110
C -1.348 0.636 -0.171
C -1.365 -0.718 -0.308
C -0.273 1.638 -0.591
C -0.203 -1.537 -0.570
C 3.196 1.006 1.129
C 2.989 -0.735 -1.206
N 0.981 1.320 -0.377
O -0.735 2.725 -0.898
O 0.059 -2.180 -1.541
P 1.890 0.113 0.047
S 0.949 -1.493 0.990
H -4.526 1.035 1.057
H -4.461 -1.497 0.966
H -2.235 2.324 0.327
H -2.531 -2.642 0.047
H 3.688 0.135 1.557
H 3.886 1.553 0.369
H 2.642 1.656 1.789
H 3.011 -0.197 -2.188
H 4.040 -0.797 -0.643
H 2.599 -1.674 -1.356
*
```

**E_HOMO**: -9.363 eV
**Frontier orbital gap**: 9.069 eV
**Structure (SMILES)**: CP1(C)=NC(=O)c2ccccc2C(=O)S1

***

# C10H10O2S

The molecule C10H10O2S in a non-equilibrium geometry (wB97M-V/def2-TZVPD, OMol25).

Geometry as ORCA input:
```
! wB97M-V def2-TZVPD RIJCOSX def2/J DEFGRID3
* xyz 0 1
C 2.247 2.568 0.327
C 1.276 2.618 -0.628
C 2.789 1.418 0.646
C 0.864 1.423 -1.297
C 2.379 0.225 0.098
C 1.279 0.216 -0.810
C -2.323 -0.472 -0.411
C -1.524 -1.476 0.329
C -1.837 -0.034 0.686
C -2.282 -2.705 0.964
O -0.226 -1.821 -0.046
O -0.427 -0.883 -2.458
S 0.531 -1.332 -1.439
H 2.562 3.371 1.072
H 0.652 3.446 -0.908
H 3.363 1.358 1.555
H -0.016 1.489 -1.945
H 2.813 -0.684 0.430
H -2.834 0.023 -1.191
H -1.733 0.405 1.630
H -3.314 -2.421 1.159
H -1.941 -3.102 1.955
H -2.298 -3.632 0.283
*
```

**E_HOMO**: -9.045 eV
**Frontier orbital gap**: 9.805 eV

***

# C10H11BF7N3O6S2Tl

C10H11BF7N3O6S2Tl as an isolated structure (wB97M-V/def2-TZVPD, OMol25).

Geometry as ORCA input:
```
! wB97M-V def2-TZVPD RIJCOSX def2/J DEFGRID3
* xyz -1 1
Tl -0.271 -0.260 -0.250
N 0.538 -0.977 2.020
C 1.933 -1.285 1.680
C 2.557 -0.104 0.927
O 3.618 0.375 1.323
N 1.839 0.297 -0.131
C 2.142 1.563 -0.782
C 1.033 2.568 -0.501
O 1.254 3.733 -0.220
O -0.171 2.057 -0.557
H 0.471 -0.343 2.805
H -0.037 -1.797 2.182
H 1.935 -2.154 1.021
H 2.558 -1.488 2.549
H 2.204 1.429 -1.865
H 3.077 1.967 -0.402
F 0.865 -0.198 -4.236
B -0.259 0.469 -3.775
F 0.014 1.792 -3.466
F -1.351 0.327 -4.612
F -0.643 -0.214 -2.486
S -2.602 0.232 0.849
C -2.648 1.823 1.516
N -1.918 2.842 1.039
C -1.934 4.083 1.554
C -2.747 4.392 2.609
C -3.560 3.373 3.120
C -3.517 2.109 2.587
H -1.258 2.642 0.170
H -1.271 4.785 1.064
H -2.756 5.389 3.022
H -4.227 3.580 3.947
H -4.134 1.310 2.973
F -1.803 -3.660 -2.885
C -2.217 -3.251 -1.693
F -2.677 -2.003 -1.796
F -3.226 -4.035 -1.299
S -0.873 -3.334 -0.437
O 0.209 -2.482 -0.980
O -0.561 -4.725 -0.314
O -1.504 -2.694 0.710
*
```

**E_HOMO**: -6.252 eV
**Frontier orbital gap**: 7.782 eV